{"formula": "C60H161F3MnN14O18S", "method": "wB97M-V/def2-TZVPD", "symbols": ["Mn", "C", "C", "C", "O", "H", "H", "H", "H", "H", "H", "H", "C", "F", "F", "F", "S", "O", "O", "O", "C", "C", "C", "O", "C", "N", "H", "H", "H", "H", "H", "H", "H", "H", "H", "H", "H", "C", "C", "C", "O", "C", "N", "H", "H", "H", "H", "H", "H", "H", "H", "H", "H", "H", "C", "C", "C", "O", "C", "N", "H", "H", "H", "H", "H", "H", "H", "H", "H", "H", "H", "C", "C", "C", "O", "C", "N", "H", "H", "H", "H", "H", "H", "H", "H", "H", "H", "H", "C", "C", "C", "O", "C", "N", "H", "H", "H", "H", "H", "H", "H", "H", "H", "H", "H", "C", "C", "C", "O", "C", "N", "H", "H", "H", "H", "H", "H", "H", "H", "H", "H", "H", "C", "C", "C", "O", "C", "N", "H", "H", "H", "H", "H", "H", "H", "H", "H", "H", "H", "C", "C", "C", "O", "C", "N", "H", "H", "H", "H", "H", "H", "H", "H", "H", "H", "H", "C", "C", "C", "O", "C", "N", "H", "H", "H", "H", "H", "H", "H", "H", "H", "H", "H", "C", "C", "C", "O", "C", "N", "H", "H", "H", "H", "H", "H", "H", "H", "H", "H", "H", "C", "C", "C", "O", "C", "N", "H", "H", "H", "H", "H", "H", "H", "H", "H", "H", "H", "C", "C", "C", "O", "C", "N", "H", "H", "H", "H", "H", "H", "H", "H", "H", "H", "H", "C", "C", "C", "O", "C", "N", "H", "H", "H", "H", "H", "H", "H", "H", "H", "H", "H", "C", "C", "C", "O", "C", "N", "H", "H", "H", "H", "H", "H", "H", "H", "H", "H", "H"], "xyz": [[0.951, -3.456, -3.273], [2.601, -7.099, -4.361], [1.517, -6.373, -5.026], [0.407, -7.367, -5.418], [1.063, -5.297, -4.270], [2.336, -7.397, -3.347], [3.434, -6.399, -4.299], [2.958, -7.910, -4.995], [1.883, -6.019, -5.990], [-0.186, -7.838, -4.634], [1.006, -8.163, -5.859], [-0.192, -6.931, -6.217], [1.877, -0.518, 0.048], [2.676, 0.365, -0.547], [2.511, -1.678, 0.305], [1.416, 0.006, 1.165], [0.298, -0.872, -1.025], [0.788, -1.623, -2.202], [-0.671, -1.679, -0.246], [-0.195, 0.453, -1.375], [2.146, 0.179, -9.035], [0.767, -0.249, -8.498], [0.239, 0.711, -7.339], [0.994, 0.452, -6.134], [0.714, 1.372, -5.123], [-0.207, -0.276, -9.569], [2.909, 0.076, -8.263], [2.117, 1.228, -9.329], [2.531, -0.473, -9.820], [0.697, -1.268, -8.116], [-0.829, 0.561, -7.182], [0.326, 1.746, -7.671], [1.167, 0.993, -4.207], [-0.353, 1.401, -4.899], [1.185, 2.346, -5.253], [-0.333, 0.701, -9.793], [-1.132, -0.619, -9.354], [-2.296, -4.851, -0.938], [-1.275, -4.523, -2.038], [-1.912, -3.429, -2.952], [-0.929, -2.980, -3.928], [-1.536, -2.095, -4.901], [-0.006, -4.107, -1.404], [-1.941, -5.630, -0.263], [-3.257, -5.246, -1.267], [-2.524, -3.975, -0.331], [-1.038, -5.463, -2.536], [-2.255, -2.602, -2.330], [-2.860, -3.698, -3.417], [-2.242, -2.679, -5.492], [-0.790, -1.680, -5.579], [-2.040, -1.191, -4.557], [-0.222, -3.436, -0.681], [0.224, -4.906, -0.831], [1.069, -2.388, 6.615], [2.089, -3.233, 5.826], [2.944, -2.343, 4.803], [3.845, -3.246, 4.180], [4.805, -2.685, 3.309], [2.890, -3.990, 6.763], [1.383, -1.347, 6.686], [0.944, -2.698, 7.653], [0.120, -2.400, 6.079], [1.571, -4.024, 5.282], [3.558, -1.686, 5.419], [2.374, -1.773, 4.070], [5.768, -3.189, 3.228], [5.046, -1.666, 3.613], [4.409, -2.614, 2.296], [3.601, -4.341, 6.138], [2.353, -4.791, 7.067], [-3.549, 4.120, 3.804], [-3.670, 2.738, 3.049], [-5.105, 2.301, 3.019], [-5.396, 1.888, 4.362], [-6.695, 1.369, 4.532], [-3.234, 2.913, 1.643], [-3.823, 4.928, 3.125], [-2.560, 4.399, 4.167], [-4.256, 4.267, 4.620], [-3.053, 1.955, 3.489], [-5.207, 1.420, 2.385], [-5.799, 3.051, 2.640], [-6.921, 1.024, 5.541], [-6.967, 0.633, 3.775], [-7.366, 2.176, 4.238], [-2.305, 3.306, 1.688], [-3.167, 2.030, 1.159], [4.420, 2.908, 0.532], [4.526, 3.117, 2.020], [3.976, 2.035, 2.966], [3.880, 2.522, 4.304], [3.998, 1.483, 5.291], [5.943, 3.341, 2.230], [5.058, 2.074, 0.241], [4.755, 3.758, -0.062], [3.442, 2.765, 0.071], [4.031, 4.058, 2.259], [4.629, 1.174, 2.822], [2.997, 1.741, 2.588], [3.241, 0.700, 5.254], [3.853, 1.921, 6.279], [4.964, 1.003, 5.131], [6.426, 2.526, 1.881], [6.091, 3.280, 3.228], [8.898, -0.958, 0.023], [7.577, -0.183, 0.453], [6.216, -0.878, -0.032], [6.158, -1.007, -1.412], [5.926, 0.195, -2.105], [7.649, -0.240, 1.951], [8.805, -1.979, 0.391], [9.825, -0.480, 0.339], [9.015, -1.070, -1.055], [7.504, 0.845, 0.098], [5.408, -0.418, 0.537], [6.081, -1.886, 0.361], [4.873, 0.462, -2.025], [6.206, 0.063, -3.150], [6.395, 1.087, -1.687], [8.598, -0.098, 2.268], [7.582, -1.207, 2.236], [4.156, -1.334, -5.231], [3.311, -2.384, -4.524], [3.646, -2.444, -3.021], [2.896, -3.623, -2.615], [3.489, -4.358, -1.562], [1.861, -2.074, -4.770], [4.094, -1.353, -6.319], [5.223, -1.524, -5.117], [3.990, -0.318, -4.872], [3.454, -3.382, -4.939], [3.396, -1.583, -2.400], [4.721, -2.594, -2.922], [3.723, -3.697, -0.727], [4.243, -5.053, -1.931], [2.745, -5.041, -1.153], [1.748, -1.126, -5.099], [1.615, -2.572, -5.614], [0.648, 3.717, 0.030], [0.280, 3.907, -1.427], [1.318, 3.688, -2.464], [2.616, 4.173, -2.089], [3.763, 3.937, -2.912], [-0.966, 3.267, -1.704], [0.629, 2.667, 0.321], [0.016, 4.280, 0.716], [1.632, 4.175, 0.131], [0.055, 4.972, -1.371], [1.063, 4.116, -3.433], [1.508, 2.647, -2.725], [4.642, 3.980, -2.269], [3.896, 4.695, -3.684], [3.877, 2.969, -3.400], [-1.309, 3.654, -2.571], [-0.702, 2.314, -1.907], [0.309, -4.176, 2.376], [1.362, -5.243, 1.888], [1.567, -6.319, 2.968], [0.477, -7.190, 3.152], [0.920, -8.353, 3.842], [0.789, -5.893, 0.767], [0.721, -3.872, 3.338], [-0.692, -4.604, 2.436], [0.358, -3.284, 1.751], [2.320, -4.843, 1.557], [1.762, -5.794, 3.903], [2.510, -6.831, 2.781], [1.560, -8.851, 3.113], [0.133, -9.072, 4.069], [1.418, -8.148, 4.790], [1.496, -6.481, 0.349], [0.223, -6.607, 1.203], [-2.932, -2.112, 3.737], [-2.790, -1.044, 2.670], [-1.348, -0.405, 2.747], [-0.979, 0.065, 4.056], [0.211, 0.868, 4.113], [-3.083, -1.719, 1.406], [-2.757, -1.497, 4.620], [-2.138, -2.859, 3.740], [-3.878, -2.619, 3.933], [-3.597, -0.354, 2.915], [-1.305, 0.425, 2.042], [-0.648, -1.180, 2.438], [1.082, 0.217, 4.040], [0.258, 1.414, 5.055], [0.247, 1.605, 3.310], [-2.184, -1.937, 1.002], [-3.315, -0.985, 0.752], [-7.394, -4.386, 1.081], [-6.547, -3.116, 1.223], [-7.339, -1.851, 1.703], [-8.543, -1.616, 1.007], [-8.387, -1.388, -0.459], [-5.424, -3.334, 2.034], [-6.877, -5.227, 0.618], [-8.183, -4.173, 0.360], [-7.826, -4.699, 2.031], [-6.006, -2.895, 0.303], [-6.653, -1.004, 1.723], [-7.646, -1.912, 2.747], [-7.731, -2.151, -0.878], [-7.932, -0.401, -0.544], [-9.313, -1.469, -1.028], [-5.824, -3.449, 2.954], [-4.696, -2.634, 2.022], [-1.148, 8.096, 4.122], [0.120, 7.890, 4.943], [1.188, 6.925, 4.304], [0.619, 5.634, 4.038], [1.531, 4.719, 3.493], [0.694, 9.176, 5.292], [-0.992, 8.674, 3.211], [-1.881, 8.685, 4.674], [-1.592, 7.118, 3.938], [-0.134, 7.375, 5.870], [2.086, 6.959, 4.920], [1.458, 7.325, 3.327], [2.374, 4.573, 4.168], [1.989, 5.025, 2.553], [1.118, 3.726, 3.316], [-0.084, 9.801, 5.448], [1.074, 9.535, 4.428], [-5.157, 0.414, -1.405], [-3.700, 0.500, -1.799], [-3.381, 1.395, -3.151], [-4.170, 1.056, -4.255], [-4.154, 2.008, -5.332], [-2.957, 0.901, -0.627], [-5.919, 0.291, -2.175], [-5.486, 1.244, -0.780], [-5.265, -0.503, -0.825], [-3.463, -0.540, -2.025], [-2.347, 1.306, -3.484], [-3.535, 2.447, -2.908], [-4.202, 3.024, -4.938], [-4.997, 1.848, -6.005], [-3.202, 1.949, -5.859], [-2.757, 1.890, -0.671], [-2.041, 0.522, -0.823], [-4.577, 5.312, -1.101], [-3.617, 6.239, -0.329], [-4.314, 6.911, 0.946], [-5.285, 7.881, 0.536], [-4.685, 9.118, 0.097], [-2.536, 5.395, 0.155], [-5.506, 5.853, -1.281], [-4.767, 4.398, -0.538], [-4.180, 4.946, -2.048], [-3.145, 6.940, -1.019], [-3.578, 7.333, 1.630], [-4.839, 6.112, 1.469], [-3.752, 8.983, -0.450], [-4.563, 9.658, 1.036], [-5.365, 9.751, -0.474], [-3.026, 4.798, 0.806], [-2.149, 4.719, -0.487]], "orbital_gap_ev": [7.7, 7.9], "e_homo_ev": [-7.53, -7.78], "s2": 8.753, "charge": 0, "e_above_lowest_kcal_mol": 0.00, "multiplicity": 6}